No. 1
Below is 9 unconnected molecules or ions with the total composition C4H25NO9, with properties calculated with wB97M-V/def2-TZVPD.

Atoms and positions in Å:
C -1.5887 -0.5215 -1.2652
C -0.2189 -0.2119 -0.8553
O 0.3655 0.8260 -1.1529
N 0.5170 -1.2073 -0.1299
C 1.0638 -0.7129 1.1080
C 1.4949 -1.8173 -1.1040
H -2.2692 -0.4645 -0.3514
H -1.7648 0.1590 -2.1446
H -1.8249 -1.6040 -1.4424
H 2.1090 -1.0262 1.2064
H 0.5191 -0.8793 2.0421
H 1.2786 0.3661 1.1560
H 0.8286 -2.3183 -1.8355
H 2.0411 -1.0568 -1.6695
H 2.0449 -2.6440 -0.5862
O 2.1926 2.5955 -1.2043
H 3.0642 2.3857 -1.5380
H 1.6099 1.8054 -1.1493
O 0.3002 -2.7845 3.5380
H -0.6647 -2.7890 3.4212
H 0.6261 -3.2502 2.7698
O -0.8908 3.6866 -0.7454
H -0.9131 4.0250 -1.6432
H 0.0420 3.4712 -0.6480
O -2.4405 -0.9251 1.9630
H -2.1278 -0.1130 1.4825
H -2.9652 -0.5928 2.6913
O 1.7924 2.9475 1.4282
H 1.8371 2.7854 0.4486
H 2.6739 2.7360 1.7548
O -2.0836 1.6341 0.9916
H -1.5174 2.1577 0.4136
H -1.8811 1.8277 1.9171
O -0.4655 -0.0457 -3.9692
H -0.4846 0.8987 -4.2037
H 0.4937 -0.1222 -4.1150
O -0.9110 -3.4636 1.2556
H -1.6997 -2.9212 1.0750
H -0.1832 -2.8365 1.0904

## Properties
Energy relative to the best compared isomer or geometry (same formula, charge and spin) (kcal per mole): 44.84
Highest occupied orbital energy (eV): -9.396
LUMO energy (eV): 0.1
Structure (SMILES): CC(=O)N(C)C.O.O.O.O.O.O.O.O
Gap between HOMO and LUMO (eV): 9.5

***

No. 2
Below is a molecular structure, C16H24CsN5O8P2S2, with properties calculated with wB97M-V/def2-TZVPD.

Atoms and positions in Å:
Cs -0.4451 -1.6634 1.9015
O 1.1087 -5.0655 1.0423
P 0.6373 -5.2305 2.6016
O 1.3727 -6.3604 3.2167
O 0.6944 -3.8355 3.1693
O -0.9180 -5.6593 2.4673
P -2.3552 -4.8974 2.0661
O -1.7593 -3.1363 4.0391
O -1.9600 -3.7956 1.0725
O -2.6826 -4.1442 3.5348
H 1.2120 -5.9559 0.6912
H -0.8570 -3.5087 3.8483
C 1.4873 2.9509 -1.5164
C 0.5422 1.8945 -0.9571
N -0.8514 2.3223 -1.0489
C -1.5432 1.9169 -2.2627
C -2.2705 0.5910 -2.0861
C -1.4484 3.0710 -0.0989
S -3.0498 3.6128 -0.2698
N -0.7242 3.4196 1.0031
C -0.3301 2.5140 1.8745
O -0.5407 1.2775 1.8336
C 0.4410 3.0850 3.0479
C 1.0006 2.2259 3.9858
C 1.7286 2.7256 5.0572
C 1.9017 4.0953 5.2020
C 1.3391 4.9606 4.2709
C 0.6124 4.4579 3.2022
H 2.5214 2.6031 -1.4650
H 1.3989 3.8720 -0.9388
H 1.2551 3.1744 -2.5617
H 0.7846 1.6550 0.0729
H 0.6340 0.9626 -1.5170
H -0.7869 1.8317 -3.0508
H -2.2448 2.7022 -2.5374
H -1.5791 -0.1883 -1.7588
H -2.7304 0.2749 -3.0265
H -3.0500 0.7058 -1.3330
H 0.8488 1.1626 3.8553
H 2.1610 2.0438 5.7797
H 2.4698 4.4876 6.0378
H 1.4654 6.0317 4.3819
H 0.1601 5.1103 2.4667
C 1.9758 -1.1173 -5.4826
C 0.6848 -0.5792 -4.8661
C 0.2118 -1.4197 -3.7216
N 0.6828 -1.3276 -2.5314
N 0.1353 -2.1995 -1.6305
C -0.7637 -2.9788 -2.1679
N -1.4371 -3.9537 -1.5336
S -1.0015 -2.6580 -3.8778
H 2.3167 -0.4779 -6.2991
H 1.8278 -2.1253 -5.8747
H 2.7584 -1.1632 -4.7258
H -0.0995 -0.5197 -5.6237
H 0.8434 0.4324 -4.4879
H -1.5112 -3.9293 -0.4857
H -2.2740 -4.2807 -1.9849

## Properties
Energy relative to the best compared isomer or geometry (same formula, charge and spin) (kcal per mole): 109.37
Highest occupied orbital energy (eV): -2.607
LUMO energy (eV): 3.6
Charge: -2
Gap between HOMO and LUMO (eV): 6.2